Entry 1:
Molecular formula: C2H11N3P
Method: DFT, ωB97M-V/def2-TZVPD

The geometry in XYZ format:
```
17
C2H11N3P ωB97M-V/def2-TZVPD
C 0.6989 1.4385 -0.2707
C 0.6844 -0.0175 -0.5807
N 0.6634 1.5905 1.1755
N -0.9210 -2.3802 0.1039
N 1.1759 -0.5665 -1.6499
P -0.4162 -0.9021 0.7326
H -0.1238 2.0209 -0.6728
H 1.6045 1.8904 -0.8502
H 1.5016 1.3294 1.6411
H 0.3397 2.5639 1.3810
H -0.2444 -3.1364 0.4642
H -0.9347 -2.5597 -0.9050
H 1.3272 -1.5780 -1.5554
H -3.3210 0.1296 1.4615
H 1.9732 -0.1624 -2.2475
H -2.6712 0.5171 1.7854
H -1.3366 -0.1777 -0.0130
```

Results
charge: +1
HOMO level: -13.526 eV
energy relative to the best compared isomer or geometry (same formula, charge and spin): 42.16 kcal per mole
HOMO-LUMO gap: 8.845 eV

Entry 2:
Molecular formula: C6H7N5O2S
Method: DFT, ωB97M-V/def2-TZVPD

The geometry in XYZ format:
```
21
C6H7N5O2S ωB97M-V/def2-TZVPD
C -3.3914 1.3022 0.0960
C -1.6549 0.0523 -0.3559
C -1.2791 1.3348 0.0441
C -0.8312 -1.1347 -0.5853
C 1.0159 1.1454 -0.0480
C 2.9063 0.1975 1.4221
N -2.3757 2.0859 0.3157
N 0.0028 1.7795 0.1724
N -1.3870 -2.2778 -0.4088
N -3.0080 0.0618 -0.3010
N 0.4088 -0.8229 -1.0240
O 3.2339 0.4789 -1.1993
O 1.3855 -1.8086 -0.9037
S 2.7814 1.2860 -0.0741
H -4.4121 1.6061 0.2126
H 2.4240 0.6999 2.2523
H 3.9608 0.0410 1.6324
H 2.4247 -0.7526 1.2067
H -0.7466 -3.0613 -0.4994
H -3.5784 -0.7424 -0.5102
H 2.1200 -1.4711 -1.4444
```

Results
<S²>: 2.0312
HOMO level (alpha / beta): -6.710 / -8.685 eV
2S+1: 3
HOMO-LUMO gap (alpha / beta): 6.773 / 6.611 eV

Entry 3:
Molecular formula: C17H25Cl2N2O9P2S
Method: DFT, ωB97M-V/def2-TZVPD

The geometry in XYZ format:
```
58
C17H25Cl2N2O9P2S ωB97M-V/def2-TZVPD
C 1.7966 0.9328 3.5073
C 0.9986 -0.1621 3.8020
C -0.1864 -0.6160 2.9716
C -0.0759 0.0373 1.6151
C -0.4840 1.3978 1.4635
C -1.0183 2.1380 2.6293
C -2.1028 1.8016 3.3588
N -0.3681 1.9968 0.3031
N 0.1611 1.2928 -0.6792
P 0.3472 2.1923 -2.2685
O -0.8246 1.5341 -3.2241
Cl -0.2465 4.1234 -1.9891
C 0.5691 0.0276 -0.6786
C 1.1799 -0.6165 -1.9079
C 2.6794 -0.1382 -1.9505
C 3.6658 -1.2079 -1.4535
C 5.0219 -0.5662 -1.0576
S 5.3320 -0.6588 0.7050
O 6.7304 -0.5011 0.8990
O 4.5369 0.3114 1.3931
Cl 4.7789 -2.5178 1.3656
C 0.4470 -0.6818 0.5497
C 0.8713 -2.1197 0.6889
P -0.6640 -3.1532 0.5878
O -1.7612 -2.6277 1.4044
O -1.1377 -3.1946 -0.9483
O -0.2197 -4.6143 0.9818
H 1.7263 1.8399 4.1094
H 2.4824 0.9134 2.6538
H 1.2672 -0.7623 4.6774
H -1.1366 -0.4276 3.4713
H -0.1129 -1.6978 2.8684
H -0.4482 3.0171 2.9383
H -1.9974 1.6969 4.4407
H -3.1056 1.6396 2.9642
H -1.5572 1.2149 -2.6667
H 1.1886 -1.6937 -1.7685
H 0.6437 -0.3699 -2.8212
H 2.7751 0.7291 -1.2871
H 2.9695 0.2158 -2.9420
H 3.2566 -1.6508 -0.5463
H 3.8251 -1.9379 -2.2470
H 5.8485 -1.0910 -1.5395
H 5.0739 0.4753 -1.3796
H 1.2873 -2.3051 1.6776
H 1.5068 -2.4633 -0.1201
H -1.5996 -2.3566 -1.0931
H -0.7773 -4.9440 1.7010
C -6.0197 2.0963 -2.9456
C -4.6521 1.5301 -3.2381
O -4.1795 1.1482 -1.9510
C -5.2708 0.9447 -1.1537
O -5.2225 0.4588 -0.0747
O -6.3990 1.3699 -1.7689
H -6.7290 1.9323 -3.7523
H -5.9919 3.1614 -2.7100
H -4.6918 0.6432 -3.8740
H -3.9870 2.2630 -3.6914
```

Results
charge: +1
HOMO level: -10.629 eV
HOMO-LUMO gap: 6.396 eV

Entry 4:
Molecular formula: C8H16Cl16
Method: DFT, ωB97M-V/def2-TZVPD

The geometry in XYZ format:
```
40
C8H16Cl16 ωB97M-V/def2-TZVPD
C -1.8565 1.2950 3.5546
Cl -2.8113 0.7347 2.1836
Cl -0.2119 1.8372 3.0226
H -2.3838 2.1618 3.9530
H -1.7680 0.4389 4.2235
C -1.2006 4.9617 -0.8559
Cl -0.1012 6.1962 -1.4669
Cl -2.0476 4.2283 -2.2440
H -0.6312 4.2049 -0.3163
H -1.9301 5.3934 -0.1706
C 4.8571 -0.7827 -0.0840
Cl 4.3271 -2.3118 0.5721
Cl 6.1261 -0.0968 0.9153
H 5.1175 -0.9050 -1.1353
H 4.0050 -0.1051 -0.0303
C -2.7769 -3.2559 2.3791
Cl -4.1002 -3.9570 1.4223
Cl -1.7595 -2.1604 1.3896
H -3.1927 -2.6091 3.1516
H -2.1117 -4.0183 2.7846
C -1.8538 -4.0701 -2.6065
Cl -2.3055 -3.9451 -4.3817
Cl -0.8995 -2.6290 -2.0414
H -2.7635 -4.0090 -2.0093
H -1.3047 -4.9992 -2.4533
C 1.3988 3.1260 -4.5430
Cl 1.9184 2.7884 -6.1874
Cl 0.9840 4.8087 -4.4181
H 0.4699 2.5826 -4.3700
H 2.2432 2.9353 -3.8808
C 1.5508 -2.1631 3.1597
Cl 0.8481 -3.7858 3.1902
Cl 0.7219 -1.1457 4.4145
H 2.6015 -2.2709 3.4291
H 1.5264 -1.7148 2.1665
C -0.2706 0.6597 -0.4312
Cl 1.3537 0.1219 -0.0254
Cl -0.3359 1.1602 -2.1408
H -0.9139 -0.2131 -0.3197
H -0.5192 1.5129 0.2000
```

Results
charge: +1
<S²>: 0.7539
HOMO level (alpha / beta): -12.167 / -12.161 eV
2S+1: 2
energy relative to the best compared isomer or geometry (same formula, charge and spin): 2.93 kcal per mole
HOMO-LUMO gap (alpha / beta): 8.854 / 1.834 eV

Entry 5:
Molecular formula: C4HO4
Method: DFT, ωB97M-V/def2-TZVPD

The geometry in XYZ format:
```
9
C4HO4 ωB97M-V/def2-TZVPD
C -1.0671 2.1350 -1.1157
C 0.6288 0.2148 -0.7640
C -0.4505 1.1408 -0.7569
C -2.0306 0.4433 1.1870
O -2.9508 1.1532 1.0812
O -1.7529 3.1187 -1.3249
O 1.7994 0.3118 -1.1725
O -1.4429 -0.4924 1.6092
H 0.4202 -0.7834 -0.2271
```

Results
charge: -1
HOMO level: -4.215 eV
energy relative to the best compared isomer or geometry (same formula, charge and spin): 5.22 kcal per mole
HOMO-LUMO gap: 7.791 eV

Entry 6:
Molecular formula: CH3N3O3
Method: DFT, ωB97M-V/def2-TZVPD

The geometry in XYZ format:
```
10
CH3N3O3 ωB97M-V/def2-TZVPD
H -2.9944 -0.1138 0.6971
N -2.2701 0.4534 0.5210
N -1.2615 -0.3127 -0.2627
O -1.4328 -1.4695 -0.6476
N -0.1226 0.4143 -0.5084
O 0.9368 -0.5135 -0.3363
C 2.0705 0.0197 0.1245
O 2.2027 1.1919 0.3697
H 0.0677 1.2665 -0.0540
H 2.8036 -0.9364 0.0967
```

Results
HOMO level (alpha / beta): -9.826 / -9.831 eV
energy relative to the best compared isomer or geometry (same formula, charge and spin): 94.93 kcal per mole
HOMO-LUMO gap (alpha / beta): 9.273 / 9.280 eV